The following is a DFT calculation (the ωB97M-V functional and the def2-TZVPD basis) of a cluster of 2 separate species, C6H16NS in total at a distorted geometry.

Results
molar mass = 134.27 g mol⁻¹
orbital gap (alpha / beta) = 6.5812 / 6.5804 eV
max |F| = 4.7 eV/A
E_HOMO (alpha / beta) = -11.84 / -11.84 eV
energy = -690.80817 Ha
charge = +1

Structure (XYZ):
```
24
Properties=species:S:1:pos:R:3:forces:R:3:nbo_charge:R:1
C 0.124 1.145 -0.301 -2.54 -0.86 -1.25 -0.749
C -2.042 2.478 -1.234 -0.04 -0.70 -4.60 -0.753
C 1.503 -2.035 -1.725 1.01 -1.92 -0.07 -0.423
C 1.460 -2.286 0.689 1.82 2.12 -0.59 -0.410
C -0.928 1.182 2.604 -0.63 -0.42 -1.48 -0.733
C -1.202 1.837 -0.242 0.41 -0.27 2.65 0.152
N 0.767 -1.896 -0.522 -2.40 1.65 1.86 -0.651
S -2.014 1.951 1.275 1.28 -0.49 0.13 0.519
H 0.788 1.317 -1.113 0.19 0.67 -0.88 0.270
H 0.602 1.244 0.608 1.17 0.42 1.85 0.250
H -0.024 0.003 -0.351 -0.04 0.63 -0.06 0.342
H -2.959 2.926 -0.947 -0.76 0.13 1.07 0.267
H -2.362 1.712 -2.069 0.69 0.88 1.58 0.299
H -1.612 3.257 -1.931 0.49 -0.78 1.04 0.303
H 2.294 -1.269 -1.764 -0.67 0.26 -0.62 0.196
H 2.136 -2.943 -1.490 -0.47 0.25 -1.37 0.182
H 0.828 -2.173 -2.627 1.23 0.38 1.05 0.226
H 2.320 -1.535 0.977 -1.34 -1.55 -0.78 0.187
H 0.825 -2.305 1.526 -1.10 0.05 1.01 0.200
H 1.808 -3.273 0.524 1.06 -1.09 0.28 0.192
H -0.585 0.237 2.245 0.22 -0.71 -0.55 0.237
H -1.468 0.924 3.492 -0.86 0.47 0.36 0.270
H -0.067 1.750 2.839 0.61 1.03 0.11 0.249
H -0.191 -2.247 -0.465 0.67 -0.17 -0.73 0.378
```
Positions in Å, forces in eV/Å.